(1)
DFT (the ωB97M-V functional and the def2-TZVPD basis) results for C19H23BrCl2MnN2O2S as an isolated structure.

Last column: Mulliken spin population.
Element x y z (Å)
Mn (0.473, -0.351, -0.122)  1.009
C (-0.355, -1.231, 2.791)  0.005
N (0.608, -0.304, 2.176)  -0.016
C (0.378, 1.040, 2.726)  0.000
C (1.966, -0.757, 2.475)  0.002
C (2.948, -0.130, 1.525)  0.004
N (2.711, -0.571, 0.151)  -0.019
C (3.142, -1.958, -0.053)  0.015
C (3.434, 0.319, -0.767)  0.000
H (-0.180, -1.308, 3.873)  0.000
H (-0.270, -2.218, 2.350)  0.001
H (-1.367, -0.869, 2.618)  -0.001
H (0.576, 1.050, 3.805)  -0.001
H (-0.657, 1.328, 2.554)  0.001
H (1.006, 1.776, 2.233)  -0.001
H (1.989, -1.843, 2.384)  0.000
H (2.245, -0.507, 3.506)  -0.001
H (3.973, -0.366, 1.839)  0.000
H (2.834, 0.954, 1.543)  0.000
H (4.199, -2.079, 0.215)  0.001
H (3.007, -2.225, -1.098)  -0.002
H (2.535, -2.642, 0.533)  -0.001
H (4.498, 0.368, -0.509)  -0.001
H (3.006, 1.320, -0.719)  -0.003
H (3.344, -0.054, -1.785)  0.002
Cl (0.895, -0.911, -2.466)  0.001
C (-0.225, -2.215, -2.808)  0.012
C (-0.491, -2.482, -4.137)  -0.003
C (-1.356, -3.513, -4.451)  0.007
C (-1.938, -4.245, -3.429)  -0.004
C (-1.652, -3.949, -2.107)  0.005
Cl (-2.421, -4.905, -0.880)  0.000
C (-0.773, -2.915, -1.736)  -0.006
S (-0.402, -2.574, -0.063)  0.000
H (-0.026, -1.883, -4.910)  -0.001
H (-1.578, -3.743, -5.485)  0.001
H (-2.623, -5.054, -3.646)  0.000
Br (0.352, 4.843, 0.470)  0.000
C (-1.442, 4.249, 0.299)  0.000
C (-2.407, 5.234, 0.465)  0.001
C (-3.752, 4.919, 0.367)  -0.001
C (-4.140, 3.614, 0.101)  0.000
C (-3.173, 2.639, -0.073)  -0.002
C (-1.809, 2.930, 0.020)  -0.003
C (-0.868, 1.767, -0.180)  -0.005
O (0.364, 1.865, 0.046)  0.000
O (-1.350, 0.662, -0.548)  0.003
H (-2.096, 6.249, 0.670)  0.000
H (-4.494, 5.698, 0.497)  0.000
H (-5.189, 3.359, 0.028)  0.000
H (-3.446, 1.616, -0.287)  0.001

## Properties
* HOMO energy (spin up / spin down): -7.4 / -7.5 eV
* energy relative to the best compared isomer or geometry (same formula, charge and spin): 0.519 eV
* spin multiplicity: 2
* strongest force on any atom: 0.016 Eh/bohr
* LUMO (spin up / spin down): 0.562 / 0.568 eV
* gap between HOMO and LUMO (spin up / spin down): 7.94 / 8.10 eV

=====

(2)
DFT (the ωB97M-V functional and the def2-TZVPD basis) results for C19H23BrIrN5O3PS as an isolated structure.

Last column: Mulliken charge in e.
Element x y z (Å)
Ir (-0.661, -0.918, -0.448)  0.465
C (-4.585, -4.690, 1.276)  -1.480
C (-4.025, -3.744, 0.256)  0.386
C (-4.616, -3.581, -0.994)  -0.239
C (-4.070, -2.725, -1.954)  -0.665
C (-2.952, -2.063, -1.559)  0.675
Br (-1.894, -0.849, -2.622)  -0.032
N (-2.362, -2.153, -0.379)  -0.310
C (-2.882, -2.999, 0.527)  -0.203
H (-4.363, -5.720, 0.992)  0.347
H (-5.668, -4.592, 1.338)  0.410
H (-4.164, -4.513, 2.264)  0.394
H (-5.515, -4.135, -1.238)  0.508
H (-4.507, -2.601, -2.935)  0.447
H (-2.369, -3.063, 1.476)  0.477
C (3.557, 2.241, -1.611)  -0.769
N (2.894, 1.504, -2.798)  0.029
C (3.721, 0.231, -3.093)  -0.777
N (3.831, -0.570, -1.925)  0.169
C (4.465, 0.178, -0.839)  -0.873
N (3.680, 1.367, -0.497)  0.156
C (2.415, 1.062, 0.163)  -0.963
P (1.359, 0.096, -1.002)  1.745
C (1.460, 1.173, -2.503)  -1.140
C (2.578, -1.203, -1.517)  -1.153
H (2.938, 3.108, -1.387)  0.388
H (4.536, 2.561, -1.965)  0.345
H (2.925, 2.117, -3.617)  0.360
H (4.701, 0.577, -3.419)  0.371
H (3.226, -0.294, -3.909)  0.378
H (5.460, 0.489, -1.155)  0.332
H (4.566, -0.459, 0.037)  0.375
H (1.914, 1.982, 0.459)  0.484
H (2.597, 0.466, 1.060)  0.475
H (0.905, 2.094, -2.338)  0.472
H (1.044, 0.654, -3.367)  0.598
H (2.176, -1.796, -2.341)  0.510
H (2.771, -1.882, -0.685)  0.464
O (-0.325, 2.470, -0.468)  -0.496
C (-0.816, 1.942, 0.494)  0.193
N (-1.474, 0.686, 0.416)  -0.138
S (-1.554, -0.002, 1.925)  1.128
O (-2.800, -0.539, 2.326)  -0.528
O (-0.478, -1.063, 1.636)  -0.598
C (-1.070, 1.391, 2.823)  0.510
C (-1.105, 1.596, 4.188)  -0.723
C (-0.808, 2.883, 4.625)  -0.611
C (-0.526, 3.907, 3.721)  -0.633
C (-0.522, 3.686, 2.346)  -0.570
C (-0.797, 2.407, 1.900)  0.314
H (-1.354, 0.805, 4.884)  0.521
H (-0.813, 3.095, 5.686)  0.460
H (-0.319, 4.900, 4.099)  0.445
H (-0.328, 4.487, 1.646)  0.570

## Properties
* HOMO energy: -17.9 eV
* energy relative to the best compared isomer or geometry (same formula, charge and spin): 0.000 eV
* strongest force on any atom: 0.008 Eh/bohr
* LUMO: -10.873 eV
* gap between HOMO and LUMO: 7.01 eV
* net charge: +3

=====

(3)
DFT (the ωB97M-V functional and the def2-TZVPD basis) results for C19H23Cl2MoN6O6 as an isolated structure.

Last column: Mulliken charge in e.
Element x y z (Å)
Mo (-0.440, 1.272, -0.029)  -0.528
C (2.541, 1.285, -0.563)  0.136
C (2.062, 1.481, -1.988)  -1.112
N (0.560, 1.351, -2.034)  0.182
C (0.019, 0.216, -2.837)  -0.765
C (-1.476, 0.236, -2.673)  0.419
C (-2.379, -0.210, -3.604)  -1.073
C (-3.741, -0.182, -3.287)  -0.367
C (-4.159, 0.274, -2.047)  -1.046
C (-3.203, 0.715, -1.151)  0.499
C (-3.440, 1.209, 0.230)  -0.735
N (-2.137, 1.424, 0.849)  0.072
C (0.059, 2.067, 1.945)  -0.596
C (1.553, 1.904, 1.776)  -0.409
N (1.580, 2.029, 0.286)  -0.199
N (-1.901, 0.709, -1.474)  0.727
H (3.559, 1.657, -0.431)  0.594
H (2.530, 0.238, -0.272)  -0.243
H (2.529, 0.779, -2.677)  0.401
H (2.312, 2.486, -2.327)  0.402
H (0.217, 2.195, -2.491)  0.372
H (0.435, -0.716, -2.450)  0.246
H (0.310, 0.309, -3.884)  0.688
H (-2.041, -0.577, -4.564)  0.571
H (-4.468, -0.526, -4.011)  0.476
H (-5.206, 0.286, -1.776)  0.561
H (-4.008, 0.474, 0.810)  0.439
H (-4.022, 2.137, 0.229)  0.497
H (-2.262, 1.812, 1.780)  0.175
H (-0.413, 1.454, 2.709)  0.606
H (-0.247, 3.108, 2.040)  0.448
H (1.921, 0.919, 2.065)  0.177
H (2.169, 2.668, 2.248)  0.391
H (1.631, 3.026, 0.064)  0.108
O (-1.841, -1.547, 0.927)  -0.365
C (-0.683, -1.667, 0.893)  0.538
O (0.057, -0.380, 0.312)  0.066
C (0.301, -2.634, 1.314)  0.583
C (1.665, -2.423, 1.133)  0.490
C (2.547, -3.382, 1.556)  -0.733
C (2.134, -4.552, 2.169)  -0.496
C (0.770, -4.726, 2.344)  -0.328
C (-0.162, -3.801, 1.937)  -0.737
N (0.286, -5.979, 3.005)  1.049
O (-0.912, -6.090, 3.098)  -0.575
O (1.136, -6.761, 3.337)  -0.554
N (3.996, -3.121, 1.331)  1.054
O (4.762, -3.970, 1.683)  -0.538
O (4.260, -2.088, 0.739)  -0.610
H (2.067, -1.534, 0.679)  0.266
H (2.839, -5.303, 2.505)  0.654
H (-1.214, -3.997, 2.103)  0.670
Cl (-1.047, 3.803, -0.995)  0.102
C (-0.545, 5.452, -0.284)  -0.441
Cl (1.000, 5.401, 0.505)  -0.034
H (-1.341, 5.697, 0.409)  0.384
H (-0.522, 6.093, -1.158)  0.438

## Properties
* HOMO energy: -18.1 eV
* energy relative to the best compared isomer or geometry (same formula, charge and spin): 0.040 eV
* strongest force on any atom: 0.012 Eh/bohr
* LUMO: -11.784 eV
* gap between HOMO and LUMO: 6.27 eV
* net charge: +3